185
Properties=species:S:1:pos:R:3:mulliken_charge:R:1 method="wB97M-V/def2-TZVPD" multiplicity=1 smiles=CC1(C)CCCC(C)(C)N1O.CC1(C)CCCC(C)(C)N1O.CC1(C)CCCC(C)(C)N1O.CC1(C)CCCC(C)(C)N1O.CC1(C)CCCC(C)(C)N1O.COC[C@H](C)N.CO.CO.CO lumo_energy_ev=0.438 e_above_lowest_kj_mol=194.5 orbital_gap_ha=0.31342 largest_force_ev_per_a=2.41 energy_ev=-83196.464
C 7.02618 0.13723 -0.61622 -1.78
C 6.30179 -0.63726 0.49493 1.79
C 5.95584 0.21934 1.69276 -1.69
C 4.68922 1.09429 1.50690 -0.05
C 3.58521 0.11283 1.10870 -1.24
C 3.80611 -0.79334 -0.11915 2.81
N 5.14785 -1.42426 0.06552 0.43
O 5.46089 -2.24468 -1.05318 -0.56
C 2.81375 -1.96398 0.02179 -1.47
C 3.65701 -0.04655 -1.45009 -1.69
C 7.32644 -1.64362 1.10644 -2.03
H 7.92817 0.56228 -0.16855 0.46
H 6.46617 0.92348 -1.11825 0.26
H 7.39061 -0.57690 -1.35579 0.40
H 5.78687 -0.38308 2.59175 0.37
H 6.77016 0.88265 1.99740 0.59
H 5.03108 1.75937 0.70893 0.24
H 4.42683 1.62407 2.41901 -0.22
H 2.68095 0.67636 0.82337 -0.13
H 3.14441 -0.37721 1.98255 0.35
H 2.72667 -2.45898 -0.94689 0.45
H 3.00031 -2.74656 0.75385 0.20
H 1.89527 -1.44341 0.30851 0.03
H 3.89272 -0.70683 -2.28910 0.53
H 2.64341 0.29068 -1.67431 0.04
H 4.33523 0.79706 -1.57631 0.33
H 7.71964 -2.28400 0.30538 0.46
H 6.84339 -2.34269 1.78989 0.44
H 8.22394 -1.23132 1.56617 0.36
H 5.62067 -3.09426 -0.62616 0.37
C -0.60986 -0.49380 -4.35044 -1.24
C -0.83945 -2.00736 -4.19274 2.23
C -2.26149 -2.41225 -4.60226 -1.00
C -2.36323 -2.40851 -6.14629 -0.89
C -1.39941 -3.42657 -6.74439 -1.35
C 0.06216 -3.19940 -6.28848 1.73
N 0.09952 -2.91047 -4.83606 0.52
O 1.42687 -2.64294 -4.44353 -0.41
C 0.76152 -4.55253 -6.53574 -2.01
C 0.70733 -2.08360 -7.08928 -1.68
C -0.83283 -2.30523 -2.65393 -2.06
H -0.58634 0.02806 -3.39405 -0.22
H -1.44529 -0.04539 -4.90054 0.17
H 0.26567 -0.26241 -4.95727 0.33
H -2.57322 -3.34115 -4.12162 0.63
H -3.03702 -1.70921 -4.28116 0.03
H -1.96838 -1.46989 -6.55144 0.15
H -3.40987 -2.41790 -6.45054 0.54
H -1.47622 -3.26004 -7.82395 0.48
H -1.68881 -4.46652 -6.58413 0.45
H 0.55589 -4.90104 -7.55064 0.42
H 1.83818 -4.38813 -6.47344 0.41
H 0.36725 -5.32014 -5.87375 0.45
H 0.10275 -1.17607 -7.18122 0.17
H 1.63894 -1.70385 -6.66833 0.33
H 0.89873 -2.43857 -8.10560 0.50
H -0.85815 -3.38593 -2.51512 0.82
H -1.67669 -1.73985 -2.26940 -0.09
H 0.13130 -1.96476 -2.27164 0.10
H 1.67075 -3.40386 -3.90583 0.32
C -4.23976 -1.70591 -0.70520 -1.03
C -4.94816 -0.56721 0.06283 2.19
C -4.31504 0.77999 -0.30192 -0.05
C -4.75349 1.37611 -1.62667 -0.51
C -6.25256 1.33600 -1.75260 -1.62
C -6.89980 -0.06085 -1.59051 1.94
N -6.39869 -0.54495 -0.29007 0.16
O -7.04740 -1.76996 0.08100 -0.46
C -8.41001 0.11547 -1.51603 -2.07
C -6.52305 -1.05379 -2.71706 -1.83
C -4.83593 -0.76252 1.57840 -1.73
H -4.77899 -2.64146 -0.53532 0.62
H -3.23948 -1.80171 -0.27893 -0.42
H -4.19709 -1.62154 -1.78715 0.20
H -4.43090 1.46021 0.54659 0.72
H -3.23287 0.71593 -0.45323 -1.12
H -4.22014 0.88348 -2.44514 -0.01
H -4.45132 2.42682 -1.66759 0.51
H -6.65149 1.66331 -2.71790 0.51
H -6.64946 2.01702 -0.99495 0.32
H -8.71931 0.56048 -0.57302 0.43
H -8.76621 0.74301 -2.33864 0.44
H -8.91599 -0.82987 -1.71906 0.41
H -5.62271 -0.82713 -3.28771 0.24
H -6.50772 -2.04877 -2.27398 0.38
H -7.29179 -1.12319 -3.49512 0.49
H -5.31400 -1.68912 1.89464 0.61
H -5.13842 0.06791 2.21240 0.43
H -3.76425 -0.90425 1.71491 -0.07
H -7.37608 -1.48110 0.93856 0.38
C 0.75567 3.75760 2.92697 -1.94
C 0.93892 3.09160 4.31482 2.16
C 1.38574 1.64584 3.96387 0.09
C 2.15433 1.06866 5.14422 -0.73
C 3.35565 1.93611 5.44189 -1.37
C 2.93612 3.32144 5.99120 1.62
N 1.93215 3.88478 5.03809 0.63
O 1.41928 5.11291 5.49884 -0.58
C 2.36408 3.25469 7.40579 -1.61
C 4.16150 4.20031 5.82879 -2.02
C -0.42845 2.97308 5.02506 -2.06
H 1.74486 3.78318 2.46222 0.47
H 0.31990 4.74978 3.07081 0.52
H 0.15709 3.21793 2.18941 -0.02
H 0.58349 0.91063 3.87184 0.13
H 2.03281 1.62488 3.08541 -0.72
H 2.38976 0.02832 4.88611 0.28
H 1.49591 0.95730 6.01052 0.51
H 4.11923 1.88734 4.66298 0.28
H 3.94574 1.48290 6.25242 0.55
H 3.04477 2.69043 8.04586 0.39
H 2.23811 4.26174 7.79387 0.37
H 1.42768 2.70806 7.33228 0.34
H 4.46995 4.24018 4.78589 0.38
H 3.94664 5.22332 6.15175 0.38
H 5.00469 3.85657 6.43454 0.41
H -0.84996 3.96773 5.17618 0.38
H -0.24830 2.55207 6.01499 0.37
H -1.11334 2.34735 4.45811 0.39
H 1.66720 5.73902 4.80747 0.37
C -1.80024 -1.93767 3.01599 -1.43
C -0.85560 -3.08385 2.57936 1.54
C 0.60004 -2.80000 2.95657 -0.34
C 0.83667 -3.06221 4.43771 -0.53
C 0.31511 -4.42212 4.90395 -1.35
C -1.15928 -4.69533 4.54446 1.62
N -1.29287 -4.38326 3.11128 0.53
O -2.39759 -4.94044 2.46610 -0.47
C -1.52266 -6.14476 4.81821 -2.19
C -2.05289 -3.80630 5.44466 -1.66
C -0.91417 -3.17714 1.02527 -1.73
H -1.42431 -1.57715 3.97341 -0.01
H -2.81932 -2.30007 3.07249 0.35
H -1.67935 -1.09265 2.33342 0.10
H 1.25629 -3.39580 2.31939 0.35
H 0.83403 -1.75492 2.73477 -0.13
H 0.31255 -2.28171 5.00241 0.14
H 1.86194 -2.97952 4.80541 0.46
H 0.47911 -4.54244 5.97457 0.41
H 0.87228 -5.17439 4.33290 0.35
H -2.59393 -6.27919 4.66757 0.46
H -0.94197 -6.82526 4.19272 0.43
H -1.31705 -6.36278 5.86647 0.45
H -2.95660 -3.55320 4.89755 0.25
H -2.20302 -4.24017 6.43600 0.46
H -1.53407 -2.88692 5.72276 0.34
H -1.91666 -3.38749 0.65893 0.60
H -0.27399 -3.99580 0.70118 0.64
H -0.62098 -2.18236 0.69246 -0.21
H -2.14069 -5.84408 2.25407 0.34
C -0.74806 1.63281 -0.44547 -0.16
O -0.15966 0.35029 -0.41546 1.20
H 0.01921 2.38139 -0.65340 -0.58
H -1.42298 1.77220 -1.30132 0.19
H -1.22807 1.96639 0.47627 0.33
H -0.67551 -0.18425 0.19590 -0.84
C 2.58616 3.21046 -0.72751 1.68
O 3.24577 4.46791 -0.86185 -0.66
H 1.90674 3.41413 0.11223 -0.21
H 2.03710 2.89424 -1.60652 -0.64
H 3.22756 2.40634 -0.36796 -0.60
H 3.80463 4.61609 -0.09688 0.40
C -2.63001 4.60710 0.57510 -0.37
O -1.25307 4.64771 0.22146 -0.27
H -3.03746 5.59862 0.35884 0.43
H -3.14796 3.94796 -0.12964 -0.13
H -2.86307 4.25174 1.58018 0.23
H -0.94177 5.55235 0.25793 0.25
C 0.48763 5.10205 -3.08141 -1.51
C 1.26940 4.21558 -4.04912 0.89
C 0.27077 3.18126 -4.67806 0.09
O 0.80656 2.81972 -5.94305 -0.44
C -0.10855 2.41459 -6.92998 -0.74
N 1.93528 5.05916 -5.04093 -0.87
H 0.05356 4.64868 -2.19024 0.08
H -0.34350 5.49530 -3.68348 0.57
H 0.98409 6.02427 -2.77442 0.33
H 2.04500 3.65180 -3.52950 0.03
H -0.74120 3.56545 -4.82893 0.49
H 0.26831 2.31871 -4.00381 -0.29
H -0.07394 3.13723 -7.74268 0.35
H -1.13418 2.24130 -6.58373 0.31
H 0.08205 1.41380 -7.33485 0.15
H 1.24832 5.74403 -5.36307 0.29
H 2.02353 4.48303 -5.87740 0.34